[1]
Density functional theory data (the ωB97M-V functional and the def2-TZVPD basis) for a cluster of 10 separate species, C23H40Cl14O9 in total in a non-equilibrium geometry.

Bonds (Å) are listed after each position.
Element x y z (Å)
1 O -21.9001 -25.0489 12.3186  C2 1.264
2 C -22.1678 -25.3284 11.1156  O1 1.264, O3 1.347, O6 1.293
3 O -22.8092 -24.4949 10.2748  C2 1.347, C4 1.396
4 C -23.0173 -25.1249 9.0469  O3 1.396, C5 1.509, H7 1.090, H8 1.090
5 C -22.1588 -26.3586 9.1813  C4 1.509, O6 1.404, H9 1.090, H10 1.090
6 O -21.8910 -26.4604 10.5559  C2 1.293, C5 1.404
7 H -24.0806 -25.3560 8.9822  C4 1.090
8 H -22.8294 -24.4802 8.1884  C4 1.090
9 H -21.1898 -26.3077 8.6848  C5 1.090
10 H -22.7394 -27.1655 8.7341  C5 1.090
11 O -29.0174 -20.7729 11.6604  C12 1.275
12 C -29.8341 -20.3437 10.7810  O11 1.275, O13 1.349, O16 1.308
13 O -30.3016 -21.0127 9.7066  C12 1.349, C14 1.430
14 C -31.3812 -20.3139 9.0806  O13 1.430, C15 1.478, H17 1.090, H18 1.090
15 C -31.4133 -19.0614 9.8645  C14 1.478, O16 1.399, H19 1.090, H20 1.090
16 O -30.3156 -19.1290 10.7290  C12 1.308, C15 1.399
17 H -31.2178 -20.1791 8.0113  C14 1.090
18 H -32.2976 -20.8898 9.2089  C14 1.090
19 H -32.2873 -18.9813 10.5109  C15 1.090
20 H -31.4846 -18.1880 9.2163  C15 1.090
21 O -23.3433 -29.1424 16.8825  C22 1.178
22 C -23.4962 -28.1965 16.1978  O21 1.178, O23 1.355, O26 1.379
23 O -23.6280 -26.9326 16.6691  C22 1.355, C24 1.353
24 C -23.5612 -25.9832 15.7072  O23 1.353, C25 1.608, H27 1.090, H28 1.090
25 C -23.7149 -26.8665 14.3723  C24 1.608, O26 1.385, H29 1.090, H30 1.090
26 O -23.4625 -28.1523 14.8203  C22 1.379, C25 1.385
27 H -24.3114 -25.2406 15.9788  C24 1.090
28 H -22.5748 -25.5248 15.7788  C24 1.090
29 H -22.9516 -26.6730 13.6185  C25 1.090
30 H -24.6945 -26.9533 13.9022  C25 1.090
31 Cl -31.4704 -25.2817 14.3970  C32 1.852
32 C -31.7901 -24.1615 12.9577  Cl31 1.852, C33 1.566, H35 1.090, H36 1.090
33 C -32.9383 -24.6477 12.0101  C32 1.566, Cl34 1.811, H37 1.090, H38 1.090
34 Cl -33.4637 -23.4197 10.7877  C33 1.811
35 H -30.8504 -24.1139 12.4074  C32 1.090
36 H -32.0111 -23.1813 13.3803  C32 1.090
37 H -33.8082 -24.9321 12.6021  C33 1.090
38 H -32.7805 -25.5653 11.4434  C33 1.090
39 Cl -24.1997 -26.6873 5.8860  C40 1.803
40 C -25.9917 -26.5460 5.7449  Cl39 1.803, C41 1.575, H43 1.090, H44 1.090
41 C -26.5993 -26.4417 7.1938  C40 1.575, Cl42 1.787, H45 1.090, H46 1.090
42 Cl -26.2305 -24.8198 7.8471  C41 1.787
43 H -26.3164 -27.4794 5.2851  C40 1.090
44 H -26.2163 -25.5849 5.2822  C40 1.090
45 H -26.1876 -27.1679 7.8946  C41 1.090
46 H -27.6636 -26.6772 7.2006  C41 1.090
47 Cl -32.2331 -23.2780 6.7501  C48 1.782
48 C -30.4783 -23.5754 6.8461  Cl47 1.782, C49 1.548, H51 1.090, H52 1.090
49 C -30.1818 -24.4903 8.0585  C48 1.548, Cl50 1.767, H53 1.090, H54 1.090
50 Cl -30.9033 -26.1018 7.9894  C49 1.767
51 H -29.9662 -22.6134 6.8663  C48 1.090
52 H -30.1965 -23.9564 5.8645  C48 1.090
53 H -30.6476 -24.1030 8.9647  C49 1.090
54 H -29.1059 -24.6103 8.1851  C49 1.090
55 Cl -23.0465 -19.7964 7.4207  C56 1.751
56 C -24.6503 -20.1420 8.0322  Cl55 1.751, C57 1.457, H59 1.090, H60 1.090
57 C -24.7976 -21.5549 8.3552  C56 1.457, Cl58 1.791, H61 1.090, H62 1.090
58 Cl -26.4313 -21.6917 9.0751  C57 1.791
59 H -25.2783 -19.8289 7.1981  C56 1.090
60 H -24.8721 -19.4726 8.8634  C56 1.090
61 H -24.0650 -21.8770 9.0953  C57 1.090
62 H -24.7042 -22.2360 7.5094  C57 1.090
63 Cl -26.9122 -22.7779 15.5634  C64 1.768
64 C -28.6098 -22.6071 15.0993  Cl63 1.768, C65 1.539, H67 1.090, H68 1.090
65 C -28.9061 -21.1172 14.8491  C64 1.539, Cl66 1.810, H69 1.090, H70 1.090
66 Cl -30.6456 -20.9603 14.3734  C65 1.810
67 H -29.2470 -23.0769 15.8485  C64 1.090
68 H -28.8500 -23.1718 14.1985  C64 1.090
69 H -28.2608 -20.7681 14.0430  C65 1.090
70 H -28.7232 -20.5247 15.7455  C65 1.090
71 Cl -23.3016 -22.5791 15.0207  C72 1.841
72 C -23.5194 -22.1488 13.2442  Cl71 1.841, C73 1.487, H75 1.090, H76 1.090
73 C -24.6508 -21.1919 13.1148  C72 1.487, Cl74 1.735, H77 1.090, H78 1.090
74 Cl -24.8152 -20.2787 11.6487  C73 1.735
75 H -23.6812 -23.0883 12.7158  C72 1.090
76 H -22.6174 -21.6490 12.8912  C72 1.090
77 H -24.5456 -20.3731 13.8266  C73 1.090
78 H -25.6344 -21.6263 13.2934  C73 1.090
79 Cl -28.8497 -25.5062 11.2942  C80 1.748
80 C -28.1298 -23.9146 11.2450  Cl79 1.748, C81 1.523, H83 1.090, H84 1.090
81 C -26.6105 -24.0016 11.2931  C80 1.523, Cl82 1.804, H85 1.090, H86 1.090
82 Cl -26.0815 -24.7124 12.8646  C81 1.804
83 H -28.5727 -23.3223 12.0458  C80 1.090
84 H -28.3592 -23.4356 10.2932  C80 1.090
85 H -26.0466 -23.0690 11.3090  C81 1.090
86 H -26.2134 -24.6467 10.5094  C81 1.090

Output
spin multiplicity = 1
lowest unoccupied orbital energy = -0.083 eV
ΔE to the lowest compared entry with this formula, charge and spin = 0.175 eV
Kohn-Sham gap = 10.12 eV
HOMO energy = -10.2044 eV

Löwdin population analysis, charges in e, atoms 1 to 4: O 0.08; C -0.53; O 0.06; C -0.17



[2]
Density functional theory data (the ωB97M-V functional and the def2-TZVPD basis) for a cluster of 5 separate species, C23H40F12NO11P2 in total in a non-equilibrium geometry.

Bonds (Å) are listed after each position.
Element x y z (Å)
1 N 5.0140 -4.8191 -1.7954  C2 1.482, H14 1.010, H15 1.009
2 C 3.5378 -4.9222 -1.7157  N1 1.482, C3 1.552, H16 1.097, H17 1.106
3 C 2.8673 -3.6404 -1.1533  C2 1.552, C4 1.561, H18 1.103, H19 1.105
4 C 2.5452 -2.5514 -2.2240  C3 1.561, C5 1.579, H20 1.106, H21 1.098
5 C 1.5247 -1.5401 -1.5696  C4 1.579, C6 1.558, H22 1.101, H23 1.109
6 C 0.2741 -1.2538 -2.4526  C5 1.558, C7 1.541, H24 1.104, H25 1.102
7 C -0.9581 -2.1286 -2.1495  C6 1.541, C8 1.563, O13 1.418, H26 1.114
8 C -1.2951 -2.4681 -0.6617  C7 1.563, O9 1.410, H27 1.101, H28 1.114
9 O -0.6805 -3.7101 -0.4012  C8 1.410, P10 1.752
10 P -0.6513 -4.7166 -1.8350  O9 1.752, P11 2.238, O13 1.751, H29 1.444, H30 1.455, H31 1.448
11 P -2.7534 -5.3006 -1.3343  P10 2.238, O12 1.539, H32 1.433, H33 1.432
12 O -3.0299 -5.3678 0.1786  P11 1.539
13 O -1.0907 -3.3568 -2.8466  C7 1.418, P10 1.751
14 H 5.3204 -4.4389 -0.9117  N1 1.010
15 H 5.2921 -4.2245 -2.5623  N1 1.009
16 H 3.1228 -5.2598 -2.6730  C2 1.097
17 H 3.3322 -5.7293 -0.9877  C2 1.106
18 H 3.4829 -3.1925 -0.3546  C3 1.103
19 H 1.8984 -3.9283 -0.7076  C3 1.105
20 H 3.4995 -2.0452 -2.4603  C4 1.106
21 H 2.0723 -2.9582 -3.1276  C4 1.098
22 H 1.2759 -1.8798 -0.5524  C5 1.101
23 H 2.0903 -0.5952 -1.4426  C5 1.109
24 H 0.5998 -1.3417 -3.5040  C6 1.104
25 H -0.0041 -0.1978 -2.3069  C6 1.102
26 H -1.8581 -1.5669 -2.4877  C7 1.114
27 H -1.1610 -1.6959 0.1117  C8 1.101
28 H -2.4041 -2.5715 -0.6949  C8 1.114
29 H 0.7092 -4.4019 -2.2032  P10 1.444
30 H -0.0559 -5.7298 -0.9763  P10 1.455
31 H -0.7609 -5.6055 -2.9730  P10 1.448
32 H -3.0961 -6.5153 -2.0134  P11 1.433
33 H -3.6309 -4.3037 -1.8710  P11 1.432
34 C -5.5118 2.1977 -0.9964  C35 1.515, H43 1.091, H44 1.090, H45 1.091
35 C -4.7187 1.5270 0.1059  C34 1.515, O36 1.435, H46 1.089, H47 1.090
36 O -3.3150 1.5406 -0.1939  C35 1.435, C37 1.327
37 C -2.6671 2.6580 0.1115  O36 1.327, O38 1.192, C39 1.524
38 O -3.1552 3.6288 0.6024  C37 1.192
39 C -1.1876 2.5006 -0.2168  C37 1.524, F40 1.329, F41 1.331, F42 1.331
40 F -0.9996 1.9286 -1.4013  C39 1.329
41 F -0.5707 1.7412 0.6858  C39 1.331
42 F -0.5546 3.6714 -0.2383  C39 1.331
43 H -5.2887 1.7383 -1.9604  C34 1.091
44 H -6.5812 2.1126 -0.8035  C34 1.090
45 H -5.2572 3.2554 -1.0756  C34 1.091
46 H -5.0013 0.4784 0.1835  C35 1.089
47 H -4.9082 1.9876 1.0758  C35 1.090
48 C 0.5303 6.5156 -0.6766  C49 1.514, H57 1.092, H58 1.086, H59 1.082
49 C -0.7324 6.4821 -1.5119  C48 1.514, O50 1.440, H60 1.089, H61 1.090
50 O -1.1197 7.8103 -1.9126  C49 1.440, C51 1.328
51 C -0.5022 8.2935 -2.9842  O50 1.328, O52 1.190, C53 1.525
52 O 0.3272 7.7224 -3.6192  C51 1.190
53 C -1.0458 9.6791 -3.3157  C51 1.525, F54 1.334, F55 1.335, F56 1.327
54 F -1.1744 10.4392 -2.2274  C53 1.334
55 F -2.2509 9.5975 -3.8853  C53 1.335
56 F -0.2545 10.3307 -4.1581  C53 1.327
57 H 0.4076 7.1869 0.1761  C48 1.092
58 H 0.7734 5.5225 -0.3103  C48 1.086
59 H 1.3679 6.8827 -1.2553  C48 1.082
60 H -1.5586 6.0890 -0.9206  C49 1.089
61 H -0.6217 5.8351 -2.3825  C49 1.090
62 C 5.4210 4.4250 2.9020  C63 1.515, H71 1.091, H72 1.090, H73 1.090
63 C 4.6124 5.6224 3.3563  C62 1.515, O64 1.437, H74 1.089, H75 1.090
64 O 4.6566 6.6723 2.3765  C63 1.437, C65 1.330
65 C 3.7963 6.5520 1.3693  O64 1.330, O66 1.189, C67 1.525
66 O 3.0212 5.6602 1.2326  C65 1.189
67 C 3.9153 7.7511 0.4344  C65 1.525, F68 1.333, F69 1.335, F70 1.327
68 F 5.1858 8.0658 0.1831  C67 1.333
69 F 3.3430 8.8343 0.9643  C67 1.335
70 F 3.3280 7.5265 -0.7339  C67 1.327
71 H 6.4423 4.7233 2.6604  C62 1.091
72 H 5.4502 3.6651 3.6828  C62 1.090
73 H 4.9928 3.9807 2.0031  C62 1.090
74 H 5.0419 6.0392 4.2664  C63 1.089
75 H 3.5807 5.3493 3.5791  C63 1.090
76 C -2.6820 -6.4496 2.7598  C77 1.514, H85 1.092, H86 1.087, H87 1.089
77 C -1.7992 -6.5835 3.9825  C76 1.514, O78 1.448, H88 1.090, H89 1.091
78 O -2.3122 -7.5779 4.9009  C77 1.448, C79 1.325
79 C -1.9973 -8.8368 4.6331  O78 1.325, O80 1.191, C81 1.525
80 O -1.3350 -9.2080 3.7158  C79 1.191
81 C -2.5709 -9.7520 5.7099  C79 1.525, F82 1.335, F83 1.338, F84 1.329
82 F -3.8301 -9.4373 6.0204  C81 1.335
83 F -1.8570 -9.6750 6.8388  C81 1.338
84 F -2.5689 -11.0255 5.3315  C81 1.329
85 H -3.7131 -6.2436 3.0542  C76 1.092
86 H -2.3335 -5.6456 2.1164  C76 1.087
87 H -2.6908 -7.3708 2.1788  C76 1.089
88 H -1.7868 -5.6441 4.5351  C77 1.090
89 H -0.7686 -6.8130 3.7096  C77 1.091

Output
spin multiplicity = 1
lowest unoccupied orbital energy = 1.813 eV
charge = -1
Kohn-Sham gap = 6.23 eV
HOMO energy = -4.4196 eV

Löwdin population analysis, charges in e, atoms 1 to 4: N -0.03; C -0.29; C -0.24; C -0.21